Below is a cluster of 3 separate species, C2H10O3 in total, with properties calculated with wB97M-V/def2-TZVPD.

Computed properties:
SMILES = CCO.O.O
ΔE to the lowest compared entry with this formula, charge and spin = 3.0 kcal/mol
orbital gap = 10.46 eV

Geometry (Å):
C -0.5268 -1.4191 -0.8639
C -0.4417 0.0423 -1.3019
O -0.7582 0.9602 -0.2519
H 0.3164 -1.6964 -0.2294
H -0.5798 -2.1585 -1.6651
H -1.4450 -1.5828 -0.2961
H -1.1545 0.1848 -2.1170
H 0.5634 0.3125 -1.6384
H 0.0869 1.2962 0.0757
O 1.8772 1.4515 0.7842
H 2.3943 2.0701 1.3127
H 2.5205 1.0160 0.2120
O -1.0347 -0.3827 2.3082
H -1.4801 -0.3659 1.4571
H -0.3378 0.2717 2.2138

Cartesian forces (eV/Å) of the 3 atoms listed first:
0.1 -0.1 0.4
0.0 -0.1 0.0
-0.1 -0.3 -0.2

---

Below is a structure of composition C30H33BN in a non-equilibrium geometry, with properties calculated with wB97M-V/def2-TZVPD.

Computed properties:
ΔE to the lowest compared entry with this formula, charge and spin = 0.0 kcal/mol
charge = +1
orbital gap = 6.64 eV

Geometry (Å):
C 0.9199 0.2695 1.6239
C -0.4129 0.2243 2.3424
C -1.2499 1.3615 2.2590
C -2.5445 1.4028 2.7816
C -2.9704 0.3844 3.6217
C -2.1181 -0.6670 3.8802
C -0.8636 -0.7885 3.2277
C 1.8932 -0.8701 1.7688
C 3.1874 -0.3718 2.0094
C 4.1325 -1.1988 2.6569
C 3.7645 -2.4513 3.1700
C 2.5253 -3.0131 2.8010
C 1.6172 -2.2413 2.0210
C 3.1439 1.0971 2.0037
C 1.7930 1.5157 1.7963
C 1.4980 2.8801 2.1070
C 2.4353 3.7102 2.7589
C 3.7404 3.2440 2.9892
C 4.0918 1.9906 2.5264
H -0.9090 2.2279 1.6656
H -3.2041 2.2235 2.5020
H -3.9353 0.4868 4.1257
H -2.4133 -1.4759 4.5643
H -0.1932 -1.6369 3.4258
H 5.1412 -0.8317 2.7636
H 4.4078 -2.9781 3.9011
H 2.2522 -4.0001 3.1545
H 0.6887 -2.6539 1.6656
H 0.5301 3.3306 1.8344
H 2.1538 4.7308 3.0577
H 4.4605 3.8980 3.5128
H 5.1440 1.6529 2.5015
C -0.6484 -2.9446 -2.0126
C -1.4220 -1.8086 -1.3656
N -1.0167 -0.4786 -1.9418
C -0.9688 -0.5803 -3.4438
C -2.0918 -0.9718 -4.1735
C -2.1211 -0.7899 -5.5792
C -0.9611 -0.3941 -6.2347
C 0.2164 -0.1271 -5.5266
C 0.1886 -0.1901 -4.0998
C -2.1902 0.4994 -1.7333
C -1.9193 1.8700 -2.4031
C -2.4451 0.7251 -0.2644
B 0.3652 -0.0083 -1.1670
H 0.4337 0.0868 0.2954
H -0.8343 -3.8913 -1.5005
H -1.0128 -3.1280 -3.0185
H 0.4154 -2.7525 -2.0287
H -2.5063 -1.9351 -1.5486
H -1.2172 -1.7963 -0.2830
H -2.9506 -1.3339 -3.5856
H -3.0460 -0.9624 -6.1280
H -0.9476 -0.2466 -7.3386
H 1.1650 0.1535 -5.9922
H 1.0937 0.0755 -3.5477
H -3.0722 0.0280 -2.1996
H -2.5837 2.6324 -1.9686
H -0.8794 2.1975 -2.2806
H -2.1750 1.8508 -3.4628
H -3.4866 1.0779 -0.0746
H -2.3102 -0.1940 0.3156
H -1.7655 1.5090 0.1428
H 1.2990 -0.7712 -1.3894
H 0.6889 1.1465 -1.4813

Cartesian forces (eV/Å) of the 3 atoms listed first:
-0.5 -0.3 -0.7
-0.6 0.7 1.3
0.0 0.2 -0.6

---

Below is a cluster of 4 separate species, C3H13NO3 in total in a non-equilibrium geometry, with properties calculated with wB97M-V/def2-TZVPD.

Computed properties:
SMILES = C/C=C/N.O.O.O
ΔE to the lowest compared entry with this formula, charge and spin = 24.5 kcal/mol
orbital gap = 7.91 eV

Geometry (Å):
C 1.3716 -1.0864 3.7830
C 0.5531 -0.8947 2.5226
C 1.2130 -0.6787 1.3809
N 0.6056 -0.2490 0.2124
H 1.5899 -0.1157 4.2394
H 0.9137 -1.6480 4.5961
H 2.3632 -1.4824 3.5703
H -0.4786 -1.2000 2.5954
H 2.2900 -0.7394 1.4092
H 1.1723 -0.2620 -0.6208
H -0.3690 -0.3861 0.0496
H -2.4725 -0.9420 -2.6436
H -3.0017 -2.4036 -2.2005
O -2.3922 -1.6854 -2.0408
H 0.4463 3.8288 -2.4514
H 1.1501 2.6928 -1.8063
O 0.4712 2.8652 -2.4592
H -2.4292 1.7522 -3.7312
H -1.0830 1.5561 -3.1315
O -1.9139 1.0781 -3.2738

Cartesian forces (eV/Å) of the 3 atoms listed first:
0.2 0.7 0.2
1.1 -1.4 0.7
-1.5 0.4 0.4

---

Below is a structure of composition C32H26BrIN6OPtS in a non-equilibrium geometry, with properties calculated with wB97M-V/def2-TZVPD.

Computed properties:
expectation value of S² = 0.78
ΔE to the lowest compared entry with this formula, charge and spin = 11.7 kcal/mol
2S+1 = 2
charge = -1
orbital gap (spin up / spin down) = 5.09 / 5.45 eV

Geometry (Å):
Pt 0.3176 0.5657 -0.7173
S -0.7545 0.4398 1.5666
C -0.5269 -1.3461 1.6064
N -0.2132 -1.9666 2.7039
N -0.1469 -1.2289 3.8372
C 0.9095 -1.3965 4.6979
C 1.8173 -2.4487 4.5388
C 2.9238 -2.5364 5.3543
C 3.1488 -1.5992 6.3503
C 2.2204 -0.5883 6.5476
C 1.1045 -0.4889 5.7441
N -0.7207 -2.0369 0.4974
N -0.5159 -1.4669 -0.6574
C -1.0472 -1.9756 -1.7897
C -0.5777 -1.4715 -3.0173
C -1.1107 -1.8895 -4.2103
C -2.1220 -2.8457 -4.2259
C -2.5679 -3.3881 -3.0262
C -2.0507 -2.9686 -1.8204
H -0.4982 -0.2690 3.7289
H 1.6474 -3.1544 3.7422
H 3.6304 -3.3389 5.1992
H 4.0422 -1.6476 6.9581
H 2.3793 0.1437 7.3260
H 0.3890 0.3080 5.8934
H 0.2267 -0.7451 -2.9803
H -0.7348 -1.4795 -5.1369
H -2.5553 -3.1677 -5.1624
H -3.3354 -4.1532 -3.0395
H -2.4106 -3.3723 -0.8863
Br 3.1419 0.0337 -4.4136
C 1.4755 0.5249 -5.1798
C 1.1037 -0.0550 -6.3786
C -0.1010 0.2895 -6.9737
C -0.9352 1.2111 -6.3452
C -0.5743 1.7760 -5.1410
C 0.6358 1.4430 -4.5405
I 1.1888 2.3492 -2.7171
H 1.7570 -0.7831 -6.8394
H -0.3864 -0.1666 -7.9112
H -1.8701 1.4899 -6.8045
H -1.2326 2.4719 -4.6457
C 2.2915 0.2345 0.0504
C 2.4368 1.2599 1.0574
C 2.2218 0.9710 2.4230
C 2.2318 1.9530 3.3777
C 2.4952 3.2841 3.0213
C 2.7582 3.5865 1.6753
C 2.7431 2.5982 0.7252
C 2.5501 4.2976 3.9841
N 2.6233 5.1463 4.7611
H 2.3310 -0.7794 0.4552
H 2.9597 0.3640 -0.8064
H 2.0403 -0.0511 2.7175
H 2.0401 1.7095 4.4136
H 2.9714 4.6115 1.4004
H 2.9645 2.8456 -0.3079
O -1.7441 1.2037 -1.7138
N -2.7510 1.0077 -0.9377
C -2.9294 1.7979 0.1505
C -3.9313 1.5495 1.0550
C -4.7720 0.4586 0.8786
C -4.5911 -0.3270 -0.2571
C -3.5958 -0.0283 -1.1520
H -2.2223 2.6065 0.2599
H -4.0290 2.1899 1.9164
H -5.5342 0.2243 1.6042
H -5.2221 -1.1831 -0.4409
H -3.4076 -0.6048 -2.0446

Cartesian forces (eV/Å) of the 3 atoms listed first:
0.7 0.9 -0.1
0.3 -0.1 -0.2
0.3 1.9 1.2

---

Below is the molecule C5H3N3Si in a non-equilibrium geometry, with properties calculated with wB97M-V/def2-TZVPD.

Computed properties:
SMILES = C=C[Si](C#N)(C#N)C#N
ΔE to the lowest compared entry with this formula, charge and spin = 0.0 kcal/mol
orbital gap = 10.79 eV

Geometry (Å):
C -1.0335 0.5092 1.5252
C -1.8598 -1.4935 -0.5292
C -1.1858 1.1822 -1.4009
C 2.1315 0.1066 0.5351
C 1.2504 -0.4964 -0.3004
N -1.3607 0.9725 2.4947
N -2.5506 -2.3709 -0.6796
N -1.6014 1.9279 -2.1814
Si -0.6446 -0.1390 -0.1600
H 3.2045 0.3152 0.2524
H 1.9695 0.8121 1.3777
H 1.6805 -1.3256 -0.9337

Cartesian forces (eV/Å) of the 3 atoms listed first:
0.9 -1.4 -3.4
2.4 2.4 0.7
0.0 -0.1 0.1

---

Below is a structure of composition C58H61MoN4P2, with properties calculated with wB97M-V/def2-TZVPD.

Computed properties:
charge = +1
orbital gap = 7.30 eV

Geometry (Å):
Mo 1.5699 -0.2002 1.3885
C 3.0096 -1.6470 3.6304
N 2.4499 -2.1188 2.3278
C 1.5866 -3.2775 2.6076
C 3.5774 -2.4342 1.4640
C 4.0667 -3.7112 1.2788
C 5.1273 -3.9263 0.4065
C 5.6650 -2.8574 -0.2857
C 5.1846 -1.5680 -0.0883
C 4.1584 -1.3309 0.8223
N 3.5539 -0.0798 1.0836
C 4.1865 1.1278 0.7569
C 5.5680 1.3278 0.7247
C 6.0896 2.5467 0.3249
C 5.2495 3.5893 -0.0387
C 3.8772 3.4219 0.0611
C 3.3513 2.2088 0.4754
N 1.9283 2.0334 0.7764
C 1.7102 2.7970 2.0382
C 1.0478 2.6146 -0.2541
H 3.5670 -2.4602 4.1019
H 3.6797 -0.8069 3.4649
H 2.1995 -1.3375 4.2863
H 1.3137 -3.7626 1.6767
H 2.0929 -3.9994 3.2555
H 0.6917 -2.9248 3.1094
H 3.6114 -4.5519 1.7835
H 5.5065 -4.9276 0.2553
H 6.4680 -3.0171 -0.9935
H 5.6012 -0.7548 -0.6634
H 6.2348 0.5302 1.0179
H 7.1629 2.6809 0.2987
H 5.6572 4.5356 -0.3657
H 3.2222 4.2521 -0.1681
H 1.9852 3.8454 1.8976
H 0.6677 2.7267 2.3187
H 2.3285 2.3758 2.8312
H 1.1869 3.6953 -0.3421
H 1.2440 2.1458 -1.2163
H 0.0208 2.4132 0.0465
C -1.6935 1.0583 -2.0640
N -1.6386 -0.3816 -2.1924
C -1.1316 -1.1724 -1.1194
P 0.7422 -1.1326 -0.8048
C 1.1421 -2.9143 -0.9810
C 0.2978 -3.8813 -0.4307
C 0.5827 -5.2310 -0.5693
C 1.7223 -5.6319 -1.2540
C 2.5718 -4.6783 -1.7926
C 2.2852 -3.3277 -1.6587
C 1.4695 -0.4761 -2.3335
C 0.9953 -0.9052 -3.5749
C 1.5869 -0.4493 -4.7411
C 2.6709 0.4191 -4.6821
C 3.1657 0.8259 -3.4528
C 2.5643 0.3787 -2.2840
C -2.2437 -0.9949 -3.3079
C -2.9349 -2.2028 -3.1961
C -3.5210 -2.7835 -4.3108
C -3.4522 -2.1685 -5.5514
C -2.7781 -0.9616 -5.6654
C -2.1705 -0.3836 -4.5619
P -2.3568 1.5609 -0.3894
C -3.9098 0.6020 -0.3831
C -4.2246 -0.0964 0.7787
C -5.3716 -0.8782 0.8457
C -6.2045 -0.9766 -0.2579
C -5.8951 -0.2882 -1.4261
C -4.7571 0.4985 -1.4867
C -2.9194 3.2491 -0.7993
C -4.2032 3.6974 -0.4970
C -4.5637 5.0159 -0.7377
C -3.6512 5.9040 -1.2885
C -2.3716 5.4668 -1.6003
C -2.0074 4.1519 -1.3515
H -2.3444 1.4542 -2.8411
H -0.7104 1.5261 -2.2048
H -1.3243 -2.2148 -1.3456
H -1.6095 -0.9537 -0.1575
H -0.5830 -3.5890 0.1313
H -0.0848 -5.9687 -0.1430
H 1.9431 -6.6849 -1.3693
H 3.4642 -4.9834 -2.3233
H 2.9583 -2.5957 -2.0886
H 0.1772 -1.6097 -3.6411
H 1.2058 -0.7820 -5.6978
H 3.1320 0.7705 -5.5958
H 4.0176 1.4916 -3.3969
H 2.9550 0.6984 -1.3299
H -3.0615 -2.6768 -2.2313
H -4.0576 -3.7168 -4.1975
H -3.9188 -2.6213 -6.4153
H -2.7083 -0.4677 -6.6261
H -1.6144 0.5377 -4.6791
H -3.5687 -0.0219 1.6390
H -5.6110 -1.4079 1.7593
H -7.0961 -1.5886 -0.2120
H -6.5420 -0.3661 -2.2903
H -4.5326 1.0346 -2.4016
H -4.9281 3.0128 -0.0728
H -5.5664 5.3473 -0.5001
H -3.9375 6.9295 -1.4799
H -1.6561 6.1502 -2.0395
H -1.0022 3.8304 -1.6001
C -0.6551 -1.0319 4.6336
C -0.5289 0.3198 3.9126
C 0.2986 1.2527 4.8121
C 0.2195 0.0745 2.6189
C -1.9129 0.9509 3.6967
C -2.0381 2.1387 2.9798
C -3.2548 2.7892 2.8524
C -4.3918 2.2569 3.4431
C -4.2919 1.0722 4.1529
C -3.0675 0.4256 4.2754
H 0.3283 -1.4608 4.8134
H -1.2426 -1.7460 4.0531
H -1.1299 -0.9033 5.6068
H 1.3102 0.8627 4.9497
H -0.1757 1.3296 5.7913
H 0.3677 2.2586 4.4002
H -0.3947 -0.4064 1.7826
H -1.1716 2.5727 2.5026
H -3.3144 3.7104 2.2867
H -5.3444 2.7619 3.3484
H -5.1689 0.6429 4.6204
H -3.0328 -0.4919 4.8447

Cartesian forces (eV/Å) of the 3 atoms listed first:
0.0 -0.3 -0.5
0.0 0.0 0.0
0.0 0.1 0.1

---

Below is a structure of composition C4H12KO4 in a non-equilibrium geometry, with properties calculated with wB97M-V/def2-TZVPD.

Computed properties:
ΔE to the lowest compared entry with this formula, charge and spin = 0.0 kcal/mol
charge = +1
orbital gap = 10.12 eV

Geometry (Å):
K 1.0844 -0.5843 1.1072
C 2.8095 -2.4256 -1.6596
C 2.5544 -1.0589 -2.2196
O 1.3174 -0.5654 -1.7005
O 2.8508 -2.3509 -0.2059
H 3.7393 -2.8452 -2.0300
H 1.9633 -3.0737 -1.8866
H 2.5356 -1.1298 -3.3099
H 3.3794 -0.3896 -1.9520
H 0.8485 -0.0774 -2.3833
H 3.7079 -2.6333 0.1244
C -3.4054 1.9427 1.8030
C -2.4466 0.8927 1.3359
O -1.1339 1.0335 1.8635
O -2.9809 3.2060 1.3300
H -3.4824 1.9209 2.8934
H -4.3803 1.6680 1.3841
H -2.4470 0.8587 0.2347
H -2.8258 -0.0967 1.6115
H -0.7904 1.8931 1.5925
H -2.8979 3.8153 2.0672

Cartesian forces (eV/Å) of the 3 atoms listed first:
-0.1 -0.1 -0.2
-0.3 -0.1 1.0
0.4 0.1 -0.3

---

Below is the molecule C6H11N, with properties calculated with wB97M-V/def2-TZVPD.

Computed properties:
SMILES = [H]/N=C/[C@H](C)CC=C
ΔE to the lowest compared entry with this formula, charge and spin = 29.2 kcal/mol
orbital gap = 10.63 eV

Geometry (Å):
C 0.7184 1.0987 2.0212
C -0.4477 0.5809 1.6402
C -0.9494 0.6392 0.2149
C -0.5808 -0.6164 -0.6357
C -0.5591 -0.2715 -2.1253
C 0.7485 -1.0844 -0.0996
N 1.8515 -0.6321 -0.5338
H 2.5985 -0.9362 0.0910
H 1.3512 1.6323 1.3131
H 1.1163 0.9783 3.0260
H 0.6767 -1.7210 0.7928
H -1.0348 0.0072 2.3585
H -2.0348 0.7974 0.1812
H -0.4810 1.4967 -0.2813
H -1.3208 -1.4080 -0.4517
H -1.5104 0.1783 -2.4372
H 0.2495 0.4331 -2.3501
H -0.3919 -1.1724 -2.7240

Cartesian forces (eV/Å) of the 3 atoms listed first:
-0.2 0.0 0.0
0.1 0.1 0.1
0.0 0.2 0.0

---

Below is a structure of composition C43H59BiN4O9S4Si in a non-equilibrium geometry, with properties calculated with wB97M-V/def2-TZVPD.

Computed properties:
ΔE to the lowest compared entry with this formula, charge and spin = 74.2 kcal/mol
charge = -2
orbital gap = 6.90 eV

Geometry (Å):
Bi 15.9761 13.3619 11.2246
C 13.0371 17.0881 10.3070
C 13.5738 15.8079 10.9159
S 15.3065 15.6708 10.4137
C 12.9260 14.8493 11.5375
C 11.5293 15.1118 12.0329
S 13.5697 13.2691 11.9857
H 11.9983 17.3435 10.6764
H 13.0164 17.0524 9.1825
H 13.6545 17.9700 10.5603
H 10.8497 15.5974 11.3480
H 11.5569 15.6710 12.9466
H 11.1595 14.1655 12.3273
O 18.4163 8.9752 10.7548
H 17.7322 9.4011 11.2932
H 18.5844 9.6169 10.0632
C 18.2199 8.4920 15.9068
C 18.2601 9.9057 15.3106
C 18.0235 11.0553 16.1728
C 17.8920 12.3504 15.6332
C 18.2366 12.5957 14.2713
C 18.6296 11.5031 13.4848
C 18.5723 10.2211 14.0210
S 17.9628 14.2873 13.6381
O 18.7880 14.2855 12.4693
O 18.1672 15.1390 14.7932
O 16.4741 14.2767 13.2953
H 18.7587 7.7643 15.3146
H 17.1742 8.1764 15.8784
H 18.6156 8.4073 16.9504
H 17.7224 10.9440 17.2361
H 17.6919 13.2760 16.2259
H 18.8231 11.5996 12.4192
H 18.8241 9.4692 13.2736
N 13.3145 13.8021 7.9597
C 14.1800 12.7961 7.6217
C 14.2512 12.3511 6.2513
C 15.0903 11.3242 5.9859
C 15.9027 10.7796 6.9516
C 15.7581 11.2305 8.2662
N 14.9647 12.2592 8.5702
H 13.2813 14.5164 7.2353
H 13.4078 14.1668 8.8860
H 13.5814 12.8484 5.5159
H 15.0848 10.9823 4.9222
H 16.5156 9.8861 6.6470
H 16.4345 10.8037 8.9838
C 12.1686 10.5571 9.8129
C 12.1543 9.1019 10.0356
C 10.7926 8.4650 9.7525
C 13.0932 8.5607 9.0064
O 12.4424 8.8399 11.4163
Si 13.8223 8.6834 12.2354
S 15.3874 9.9517 11.6096
O 13.5304 8.6822 13.8646
C 12.8612 9.6547 14.6763
C 13.9208 10.7757 15.0162
C 11.6422 10.1038 13.9232
C 12.4187 8.9304 15.9803
O 14.1965 7.0961 11.9451
C 15.2746 6.3000 12.2633
C 14.6904 4.9015 12.7064
C 16.0290 6.1798 10.9951
C 16.1564 6.9318 13.3738
H 11.7312 10.6912 8.8313
H 13.1804 10.9201 9.7953
H 11.4777 11.1519 10.4328
H 10.5698 8.4143 8.6758
H 9.9927 9.0015 10.3339
H 10.7669 7.4223 10.1799
H 12.7876 9.0346 8.0537
H 13.0146 7.4954 8.8605
H 14.1515 8.7341 9.3161
H 14.3801 11.1240 14.0597
H 14.6635 10.3940 15.6656
H 13.4104 11.5881 15.6031
H 11.8768 10.5863 12.8764
H 11.0250 10.7851 14.5033
H 11.0381 9.1937 13.6616
H 13.3636 8.4789 16.3669
H 11.6983 8.1649 15.6844
H 11.9776 9.6253 16.6077
H 13.8912 4.5885 12.1022
H 14.3432 5.1708 13.7087
H 15.4804 4.1931 12.7683
H 15.3279 5.6780 10.2991
H 16.8612 5.5325 10.9961
H 16.3971 7.0825 10.5321
H 15.5038 7.2158 14.2605
H 16.5625 7.8814 13.0114
H 16.9230 6.2192 13.7204
O 18.2388 16.0589 8.3192
C 18.5607 14.9170 8.5798
N 19.9369 14.5955 8.4752
C 20.2171 13.2831 8.8506
C 18.7409 12.7900 9.1921
O 18.4344 11.7003 9.6287
N 17.9031 13.8063 8.9938
C 20.9815 13.1396 10.2148
C 21.5559 14.2793 10.8004
C 22.2744 14.2034 12.0562
C 22.3760 12.9094 12.6262
C 21.8535 11.7779 12.0283
C 21.1432 11.8893 10.8045
C 20.8750 12.4488 7.7158
C 22.2296 12.0363 7.7246
C 22.7683 11.1496 6.8100
C 21.9978 10.7310 5.6769
C 20.6757 11.1556 5.6192
C 20.1048 11.9754 6.6670
H 20.6494 15.2832 8.1791
H 21.3328 15.2643 10.4244
H 22.5256 15.0871 12.5313
H 22.8555 12.8513 13.5674
H 22.0998 10.8356 12.4760
H 20.6213 11.0351 10.4364
H 22.8482 12.2235 8.5528
H 23.7908 10.7873 6.9074
H 22.4913 10.0995 4.8933
H 20.0140 10.8385 4.8183
H 18.9546 12.2095 6.4588

Cartesian forces (eV/Å) of the 3 atoms listed first:
-0.3 0.0 -0.6
-1.2 0.7 0.2
2.2 0.9 -1.8